The following is a quantum chemistry calculation of C3H6N2O2 in the gas phase, from OMol25.

Last column: Löwdin charge in e.
Geometry (Å):
C (0.27, 0.53, 0.42)  -0.35
C (-0.16, -1.74, 0.57)  -0.24
H (0.07, -2.77, 0.26)  0.11
H (-0.88, -0.90, -2.10)  0.07
O (-0.52, -1.43, 1.73)  -0.05
H (1.48, 1.61, 1.41)  0.12
N (-0.41, 1.68, 0.14)  0.16
O (1.28, 0.67, 1.30)  0.10
H (-0.54, 2.29, 0.94)  0.12
N (0.05, -0.77, -1.73)  0.06
H (0.52, -0.02, -2.23)  0.08
C (0.13, -0.65, -0.34)  -0.32
H (-1.28, 1.50, -0.36)  0.12

Results
* orbital gap: 0.27612 Ha
* relative energy (zero: lowest compared OMol25 entry of this formula, charge and spin): 81.3 kcal/mol
* total charge: 0
* E_LUMO: 0.40 eV
* SMILES string: N/C(O)=C(\N)C=O
* electronic energy: -10281.274 eV
* HOMO level: -7.1 eV